Computed, not measured: a molecular structure, C12H32As3N5O2Pd, with ωB97M-V with the def2-TZVPD basis set.

Structure (ORCA input):
```
! RIJCOSX wB97M-V def2-TZVPD def2/J DEFGRID3
* xyz 2 1
Pd 1.4159 1.5880 0.4425
N 3.5783 1.7121 0.7206
N 3.9885 3.0369 0.4825
C 3.0934 4.0565 0.5600
N 3.5819 5.2801 0.5674
N 1.8059 3.6794 0.6072
N 0.8317 4.6440 0.8840
O 1.0685 5.8216 0.7283
O -0.2187 4.1871 1.2628
H 3.8789 1.4173 1.6490
H 4.0247 1.1147 0.0297
H 4.9767 3.2349 0.5421
H 4.5751 5.4471 0.5958
H 2.9412 6.0618 0.5541
C -2.1994 1.8683 1.2292
As -0.8960 1.6141 -0.1705
C -1.1662 3.0797 -1.4048
C -1.5529 0.1435 -1.2684
C -1.3840 -1.3162 -0.8174
C -1.9805 -1.5202 0.5710
C 0.1015 -1.6907 -0.8539
As 1.3037 -0.7782 0.3569
C 3.0180 -1.4526 -0.2402
C 1.1325 -1.5685 2.1124
C -2.1109 -2.1751 -1.8722
As -2.4382 -4.1518 -1.7915
C -0.9998 -4.8805 -0.6612
C -3.8621 -4.2060 -0.4451
H -3.1826 1.7821 0.7657
H -2.0771 2.8577 1.6566
H -2.0989 1.1142 2.0041
H -2.0783 2.8750 -1.9651
H -0.3299 3.1455 -2.0977
H -1.2810 4.0116 -0.8591
H -1.0971 0.2895 -2.2519
H -2.6172 0.3709 -1.3791
H -1.5196 -0.8655 1.3148
H -1.8478 -2.5460 0.9089
H -3.0510 -1.3090 0.5663
H 0.5098 -1.5197 -1.8541
H 0.2365 -2.7483 -0.6231
H 2.9487 -2.5377 -0.3189
H 3.8003 -1.2209 0.4822
H 3.2684 -1.0479 -1.2199
H 1.0192 -2.6461 1.9932
H 0.2752 -1.1678 2.6449
H 2.0379 -1.3634 2.6815
H -1.6245 -2.0150 -2.8389
H -3.1281 -1.7871 -1.9900
H -0.0416 -4.8468 -1.1797
H -1.2482 -5.9322 -0.5172
H -0.9174 -4.4234 0.3254
H -4.6901 -3.5770 -0.7711
H -3.5471 -3.9079 0.5528
H -4.2261 -5.2318 -0.4010
*
```

Output
Largest force on an atom in hartree/bohr: 0.0025
Molecular weight in g/mol: 609.6
E_LUMO in eV: -6.7
Orbital gap in eV: 6.37
Total energy in a.u.: -7735.2622
ΔE to the lowest compared entry with this formula, charge and spin in kcal/mol: 0.00

Computed, not measured: a molecular structure, C12H32I2O4Zn at a distorted geometry, with ωB97M-V with the def2-TZVPD basis set.

Structure (ORCA input):
```
! RIJCOSX wB97M-V def2-TZVPD def2/J DEFGRID3
* xyz 0 1
Zn 0.0714 0.8322 -0.4394
I -1.9967 2.2955 -1.5208
I 2.4450 2.3108 -0.8082
C 3.5984 -1.5979 -0.1115
C 2.1528 -1.8746 0.2149
C 1.9782 -3.0092 1.2121
O 1.5025 -0.6863 0.7020
H 3.6824 -0.6287 -0.6096
H 4.0307 -2.3513 -0.7717
H 4.2216 -1.5439 0.7858
H 1.6441 -2.1726 -0.7059
H 2.5253 -2.8439 2.1465
H 2.3067 -3.9654 0.8079
H 0.9287 -3.0867 1.5176
H 1.8343 -0.5631 1.6016
C -3.3953 -1.7056 -0.1221
C -2.6245 -0.6968 0.7400
C -2.7311 -1.0116 2.2218
O -1.2600 -0.6679 0.3067
H -3.0894 -1.5856 -1.1632
H -4.4737 -1.5289 -0.1308
H -3.2675 -2.7430 0.1985
H -3.0799 0.2703 0.5391
H -3.7728 -0.8762 2.5165
H -2.1350 -0.2810 2.7737
H -2.4119 -2.0160 2.5042
H -0.8998 -1.5493 0.4730
C 1.9376 -0.1387 -4.0054
C 0.5732 0.2765 -3.4710
C -0.5465 -0.0697 -4.4465
O 0.3256 -0.3639 -2.1893
H 1.8983 -1.2133 -4.2386
H 2.7037 0.0348 -3.2523
H 2.1115 0.3485 -4.9621
H 0.5670 1.3533 -3.3052
H -0.5726 0.6887 -5.2311
H -1.5213 -0.0449 -3.9579
H -0.4482 -1.0672 -4.8846
H 0.6163 -1.2757 -2.3315
C -1.7567 2.8535 2.8786
C -0.4757 2.9261 2.0554
C 0.6896 3.4860 2.8740
O -0.1521 1.6126 1.5864
H -2.1258 3.8147 3.2391
H -1.5341 2.2856 3.7903
H -2.5615 2.3650 2.3310
H -0.5545 3.5312 1.1533
H 0.9260 2.8393 3.7246
H 0.4509 4.4909 3.2180
H 1.5698 3.5089 2.2291
H 0.0947 1.0344 2.3171
*
```

Output
Largest force on an atom in hartree/bohr: 0.0279
Molecular weight in g/mol: 559.6
E_LUMO in eV: -0.1
Orbital gap in eV: 7.54
Total energy in a.u.: -3152.1941
ΔE to the lowest compared entry with this formula, charge and spin in kcal/mol: 11.94

Computed, not measured: 4 unconnected molecules or ions with the total composition C12H32O4, with ωB97M-V with the def2-TZVPD basis set.

Structure (ORCA input):
```
! RIJCOSX wB97M-V def2-TZVPD def2/J DEFGRID3
* xyz 0 1
C -4.4732 -17.7628 -9.1307
C -3.1481 -17.0826 -8.8993
C -2.2856 -17.0539 -10.1517
O -3.4146 -15.7578 -8.4207
H -5.0555 -17.7949 -8.2117
H -4.2897 -18.7963 -9.4319
H -5.0323 -17.2474 -9.9126
H -2.5906 -17.6408 -8.1300
H -2.7357 -16.3749 -10.8823
H -2.2339 -18.0465 -10.5952
H -1.2979 -16.6759 -9.8909
H -2.5755 -15.3096 -8.2822
C -2.8821 -17.3181 -14.4939
C -1.6273 -18.0287 -13.9990
C -1.3486 -19.2811 -14.8021
O -0.5013 -17.1274 -14.0452
H -3.0990 -16.4536 -13.8631
H -3.7504 -17.9746 -14.4845
H -2.7175 -16.9745 -15.5200
H -1.7642 -18.2955 -12.9476
H -1.9952 -20.1006 -14.4894
H -0.3344 -19.6584 -14.6227
H -1.4112 -19.0930 -15.8753
H -0.6962 -16.4088 -14.6519
C -6.9257 -20.1259 -14.2640
C -5.9542 -21.0640 -14.9549
C -4.6645 -21.2347 -14.1545
O -6.5468 -22.3292 -15.2068
H -7.1021 -20.4549 -13.2272
H -7.9104 -20.1588 -14.7417
H -6.5847 -19.0939 -14.2341
H -5.6999 -20.6303 -15.9290
H -3.9914 -21.9018 -14.6948
H -4.9021 -21.7622 -13.2243
H -4.2057 -20.2736 -13.9423
H -7.2312 -22.4831 -14.5497
C 3.0541 -18.0613 -13.3936
C 2.2591 -19.2622 -12.8812
C 3.0453 -20.1520 -11.9404
O 1.0986 -18.8279 -12.1530
H 2.5831 -17.6347 -14.2770
H 4.0815 -18.3526 -13.6195
H 3.1050 -17.2950 -12.6165
H 1.9163 -19.8342 -13.7540
H 4.0575 -20.3463 -12.2969
H 2.5477 -21.1139 -11.8035
H 3.1233 -19.6822 -10.9581
H 0.5447 -18.3207 -12.7521
*
```

Output
Largest force on an atom in hartree/bohr: 0.0162
Molecular weight in g/mol: 240.4
E_LUMO in eV: 0.6
Orbital gap in eV: 10.48
SMILES: CC(C)O.CC(C)O.CC(C)O.CC(C)O
Total energy in a.u.: -777.3470
ΔE to the lowest compared entry with this formula, charge and spin in kcal/mol: 4.88

Computed, not measured: a molecular structure, C12H33AsNO2Si3W at a distorted geometry, with ωB97M-V with the def2-TZVPD basis set.

Structure (ORCA input):
```
! RIJCOSX wB97M-V def2-TZVPD def2/J DEFGRID3
* xyz 1 1
W 0.2104 0.1708 2.2414
N -1.4850 2.0154 3.3704
C -0.7117 3.2665 3.3008
C 0.6471 2.9818 3.9572
C 1.1507 1.7139 3.3252
O 1.4136 1.6526 2.0484
O 1.0988 0.5564 3.9258
H -2.3537 2.1121 2.8311
H -1.7779 1.8422 4.3376
H -1.2234 4.1110 3.7749
H -0.5577 3.5095 2.2379
H 0.5406 2.8325 5.0339
H 1.3374 3.8085 3.7742
C -4.4011 -0.5068 -0.7778
Si -3.8965 -1.6869 0.6641
C -3.3710 -3.4373 0.0642
C -5.1745 -1.7355 2.1117
As -1.8397 -0.5679 1.6392
Si 0.8647 -2.1068 3.0426
C 2.7958 -2.1677 3.0205
C 0.1545 -2.3216 4.8410
C 0.2530 -3.6621 2.0719
H -5.3281 -0.7820 -1.2672
H -3.6135 -0.4939 -1.5249
H -4.5021 0.5044 -0.3912
H -4.0625 -3.8597 -0.6558
H -3.3145 -4.1166 0.9081
H -2.3885 -3.3901 -0.3981
H -5.9865 -2.4360 1.9557
H -5.5984 -0.7485 2.2698
H -4.6470 -2.0136 3.0206
H 3.1809 -2.3571 2.0181
H 3.1791 -2.9599 3.6619
H 3.2233 -1.2270 3.3733
H 0.6092 -1.6032 5.5241
H 0.3444 -3.3170 5.2421
H -0.9272 -2.1659 4.8680
H 0.5781 -3.6469 1.0338
H -0.8321 -3.7419 2.0729
H 0.6581 -4.5604 2.5271
C 2.7986 0.1464 -0.5240
Si 0.9050 0.0605 -0.1837
C 0.1894 -1.2654 -1.3956
C 0.1163 1.7400 -0.8147
H 2.9901 0.5136 -1.5294
H 3.2674 -0.8310 -0.4366
H 3.2925 0.8249 0.1684
H 0.5606 -1.0761 -2.3982
H -0.8981 -1.2532 -1.4290
H 0.4930 -2.2720 -1.1229
H 0.3874 1.9445 -1.8483
H 0.4745 2.5819 -0.2182
H -0.9753 1.7331 -0.7651
*
```

Output
Largest force on an atom in hartree/bohr: 0.1833
Molecular weight in g/mol: 566.4
E_LUMO (spin up / spin down) in eV: -5.2 / -5.2
Orbital gap (spin up / spin down) in eV: 6.28 / 6.25
Total energy in a.u.: -3853.3465
ΔE to the lowest compared entry with this formula, charge and spin in kcal/mol: 76.62

Computed, not measured: a molecular structure, C12H33BrInNO10P3 at a distorted geometry, with ωB97M-V with the def2-TZVPD basis set.

Structure (ORCA input):
```
! RIJCOSX wB97M-V def2-TZVPD def2/J DEFGRID3
* xyz -1 1
C 5.5109 1.6842 1.3717
O 5.5421 3.0644 1.0643
C 4.2860 3.7041 0.9105
C 3.6914 3.7078 -0.4933
C 3.0865 2.3651 -0.9683
In 0.8866 2.4512 -1.3129
C -0.1616 2.6997 0.6562
C -1.0457 3.8831 0.7344
O -1.4273 4.5750 -0.1417
Br -1.6772 4.3920 2.5985
P 0.2935 0.0607 -2.0728
N 0.3015 -0.9835 -0.8359
H 5.6146 1.1210 0.4376
H 6.3237 1.3964 2.0368
H 4.5398 1.3831 1.7729
H 3.5322 3.3200 1.6083
H 4.4644 4.7459 1.1920
H 4.4198 4.0371 -1.2372
H 2.9009 4.4665 -0.4905
H 3.6011 1.9974 -1.8577
H 3.2097 1.5701 -0.2289
H 0.4540 3.6781 -2.4971
H 0.5465 2.7307 1.4842
H -0.7980 1.8296 0.8438
H -1.0102 -0.0231 -2.6598
H 1.2838 -0.3527 -3.0047
H 1.0210 -1.6836 -0.9651
C -0.1679 -1.4181 5.9547
O 0.4357 -1.1374 4.6812
P 2.0328 -1.4365 4.4396
O 2.3153 -0.5783 3.2768
O 1.7480 -2.9924 4.0499
C 0.8408 -3.2604 2.9737
O 3.4972 -1.8656 5.0034
C 4.5068 -1.6692 3.9974
H -1.2341 -1.2327 5.8567
H -0.0121 -2.4627 6.2384
H 0.2328 -0.7616 6.7274
H 0.8290 -2.4452 2.2485
H -0.1678 -3.4242 3.3561
H 1.1837 -4.1713 2.4868
H 4.6782 -0.6090 3.8385
H 4.2196 -2.1453 3.0635
H 5.4186 -2.1331 4.3733
C -3.5061 -2.0452 -2.3614
O -3.9453 -2.5116 -3.6634
P -5.4318 -2.1806 -4.1566
O -5.7467 -3.1590 -5.2087
O -5.1187 -0.7015 -4.7297
C -4.2134 -0.5695 -5.8233
O -6.7472 -1.7127 -3.3990
C -7.9914 -1.9302 -4.0716
H -2.4519 -2.2860 -2.2551
H -3.6306 -0.9643 -2.2805
H -4.0650 -2.5439 -1.5706
H -4.2159 -1.4632 -6.4480
H -3.2033 -0.3784 -5.4588
H -4.5401 0.2836 -6.4146
H -8.2520 -2.9858 -4.0745
H -7.9480 -1.5504 -5.0900
H -8.7391 -1.3785 -3.5059
*
```

Output
Largest force on an atom in hartree/bohr: 0.1234
Molecular weight in g/mol: 639.0
E_LUMO in eV: 1.4
Orbital gap in eV: 5.49
Total energy in a.u.: -5072.3929

Computed, not measured: 3 unconnected molecules or ions with the total composition C12H33BrNO8P2S at a distorted geometry, with ωB97M-V with the def2-TZVPD basis set.

Structure (ORCA input):
```
! RIJCOSX wB97M-V def2-TZVPD def2/J DEFGRID3
* xyz 1 1
N 0.2291 0.1532 5.1958
S 0.8539 1.0376 3.9159
Br 2.5915 -0.0226 3.2506
H -0.3169 -0.6262 4.8172
H -0.4663 0.7824 5.6142
H -0.1183 0.9694 2.9539
O 3.8893 0.6146 -1.4782
P 3.9747 -0.8503 -1.6319
O 5.3307 -1.2877 -0.8268
C 5.3405 -1.1734 0.5891
C 4.3877 -2.1483 1.2617
O 4.4758 -0.9783 -3.1650
C 4.5608 0.1404 -4.0527
C 5.9415 0.7589 -4.0189
O 3.2892 -2.2940 -1.6260
C 3.2898 -3.2459 -2.7136
C 4.6187 -3.9459 -2.8648
H 5.0997 -0.1415 0.8727
H 6.3613 -1.3737 0.9114
H 3.3474 -1.9116 1.0164
H 4.5023 -2.1062 2.3500
H 4.5691 -3.1691 0.9299
H 3.7859 0.8731 -3.8357
H 4.3576 -0.2430 -5.0544
H 6.2486 0.9981 -3.0007
H 5.9688 1.6713 -4.6151
H 6.6788 0.0611 -4.4182
H 2.9613 -2.7793 -3.6381
H 2.5277 -3.9837 -2.4589
H 5.4363 -3.2479 -3.0280
H 4.5789 -4.6298 -3.7129
H 4.8575 -4.5140 -1.9645
O -2.5154 1.2406 1.4879
P -3.8255 1.7520 1.0164
O -4.8615 1.4770 2.2408
C -4.7332 2.2460 3.4410
C -5.0723 3.7103 3.2385
O -4.2610 0.5589 0.0077
C -3.3960 -0.5137 -0.3614
C -3.5791 -1.7022 0.5595
O -4.6877 2.8531 0.2681
C -5.5419 2.6471 -0.8831
C -6.8419 1.9718 -0.5194
H -3.7168 2.1383 3.8370
H -5.4182 1.8048 4.1636
H -4.3481 4.1975 2.5803
H -5.0698 4.2388 4.1919
H -6.0521 3.8181 2.7756
H -2.3581 -0.1868 -0.3976
H -3.6694 -0.7977 -1.3790
H -3.4827 -1.4152 1.6075
H -2.8438 -2.4775 0.3387
H -4.5761 -2.1263 0.4378
H -5.0101 2.1241 -1.6729
H -5.7559 3.6432 -1.2706
H -6.6877 1.0084 -0.0392
H -7.4362 1.8135 -1.4195
H -7.4124 2.5883 0.1763
*
```

Output
Largest force on an atom in hartree/bohr: 0.1270
Molecular weight in g/mol: 493.3
E_LUMO in eV: -5.5
Orbital gap in eV: 6.96
Total energy in a.u.: -4788.4086

Computed, not measured: a molecular structure, C12H33FeNO7 at a distorted geometry, with ωB97M-V with the def2-TZVPD basis set.

Structure (ORCA input):
```
! RIJCOSX wB97M-V def2-TZVPD def2/J DEFGRID3
* xyz 2 5
Fe 0.0963 -4.0584 6.0116
C -0.2109 -0.7993 5.3185
O -0.3710 -2.0516 6.1305
C -1.0228 -1.7170 7.3214
C -1.5835 -3.0007 7.9434
N -0.5754 -4.0302 7.9851
C -1.0430 -5.2367 8.6423
C -2.2250 -5.8987 8.0255
O -2.0485 -6.5376 6.9872
C -3.0377 -7.5308 6.7311
H -1.0906 -0.5897 4.7379
H 0.5786 -0.7810 4.5515
H -0.0188 0.1202 5.9117
H -1.7334 -0.8864 7.2912
H -0.2597 -1.3541 7.9864
H -2.4432 -3.2415 7.3235
H -1.9447 -2.6795 8.8869
H -0.0526 -3.6607 8.7709
H -1.2658 -5.1203 9.7408
H -0.1361 -5.8496 8.6754
H -3.0867 -5.2627 7.8880
H -2.6374 -6.6158 8.7690
H -4.0164 -7.0377 6.8010
H -3.1097 -8.4018 7.4093
H -2.8990 -8.0657 5.7992
C 1.6642 -5.0522 2.3476
C 0.4833 -4.4642 3.0103
O 0.8473 -3.5797 4.0413
H 2.4356 -4.3425 2.1816
H 1.3703 -5.5055 1.3994
H 2.1098 -5.8842 2.8745
H -0.1989 -5.2157 3.4618
H -0.0930 -3.9212 2.2162
H 1.4460 -2.9362 3.5597
C 2.2802 -6.0156 5.8217
C 2.7889 -4.9519 6.7103
O 2.1336 -3.7553 6.4272
O 0.9085 -5.9217 5.7423
H 2.6310 -6.9807 6.0171
H 2.7297 -5.7987 4.8758
H 3.8192 -4.8073 6.4824
H 2.6017 -5.1488 7.7268
H 2.7091 -3.0290 6.6901
H 0.6107 -6.6933 5.2676
C -3.8635 -4.4451 4.7120
C -2.5845 -3.8596 4.5376
O -1.7603 -4.5622 5.3762
O -3.8067 -5.8327 4.4336
H -4.5458 -3.9904 4.0280
H -4.3490 -4.3428 5.6856
H -2.6017 -2.8053 4.8653
H -2.2944 -3.8553 3.4724
H -2.3262 -5.2965 5.7202
H -4.6391 -6.2872 4.4679
*
```

Output
Largest force on an atom in hartree/bohr: 0.2189
Molecular weight in g/mol: 359.2
E_LUMO (spin up / spin down) in eV: -5.2 / -5.2
Orbital gap (spin up / spin down) in eV: 10.63 / 9.93
Total energy in a.u.: -2321.5047
ΔE to the lowest compared entry with this formula, charge and spin in kcal/mol: 7.06

Computed, not measured: a molecular structure, C12H34Cl2N2O2Si4Tl, with ωB97M-V with the def2-TZVPD basis set.

Structure (ORCA input):
```
! RIJCOSX wB97M-V def2-TZVPD def2/J DEFGRID3
* xyz 1 1
Tl -2.4250 -1.5108 2.3808
Cl -2.9012 -1.0774 5.7801
C -4.1909 0.1234 5.5718
Cl -3.9529 1.0956 4.1094
H -4.1745 0.7856 6.4273
H -5.1338 -0.4008 5.4880
C 2.9498 -0.1233 -2.7491
Si 2.3419 -0.1726 -0.9823
C 3.3585 0.9590 0.1080
C 2.4181 -1.9224 -0.3036
Si 0.1123 0.5866 -0.8732
Si -0.2467 2.7816 -1.6518
C -1.9608 3.3427 -1.1602
C -0.0499 2.8075 -3.5114
C 1.0418 3.8653 -0.8369
Si -1.4779 -0.9933 -1.5784
C -1.2228 -0.9894 -3.4351
C -3.2486 -0.4913 -1.1967
C -1.1181 -2.7213 -0.9399
H 3.9804 -0.4853 -2.8025
H 2.9360 0.8949 -3.1447
H 2.3447 -0.7512 -3.4073
H 4.3721 0.5645 0.2207
H 2.9190 1.0565 1.1039
H 3.4378 1.9606 -0.3192
H 3.4292 -2.1432 0.0507
H 2.1712 -2.6565 -1.0736
H 1.7242 -2.0699 0.5274
H -2.7406 2.7595 -1.6541
H -2.0933 4.3876 -1.4546
H -2.1158 3.2792 -0.0803
H -0.8027 2.1981 -4.0147
H 0.9352 2.4587 -3.8278
H -0.1679 3.8357 -3.8661
H 1.1110 3.6736 0.2365
H 0.7846 4.9190 -0.9731
H 2.0288 3.7075 -1.2769
H -1.5087 -0.0362 -3.8841
H -1.8429 -1.7669 -3.8907
H -0.1836 -1.1949 -3.7062
H -3.3633 0.5886 -1.0915
H -3.6376 -0.9590 -0.2893
H -3.8976 -0.8175 -2.0140
H -0.2058 -3.1026 -1.4038
H -1.9331 -3.3976 -1.2126
H -0.9681 -2.7878 0.1408
C 1.6775 -1.2932 3.4954
C 0.9968 -2.5830 3.1318
N 1.7461 -3.6921 3.1776
O -0.1907 -2.6435 2.7927
H 2.1533 -1.3728 4.4732
H 0.9535 -0.4841 3.5001
H 2.4540 -1.0704 2.7605
H 2.7106 -3.6655 3.4575
H 1.3304 -4.5773 2.9391
O 0.0655 0.8836 0.9370
N -0.7295 0.4381 1.7957
*
```

Output
Largest force on an atom in hartree/bohr: 0.0039
Molecular weight in g/mol: 626.0
E_LUMO (spin up / spin down) in eV: -3.0 / -3.0
Orbital gap (spin up / spin down) in eV: 8.00 / 7.99
Total energy in a.u.: -2988.2893